#one
This record from the Open Molecules 2025 dataset describes an isolated ion of composition C4H7N2S and charge +1. The level of theory is ωB97M-V with the def2-TZVPD basis set.

Multiplicity ... 1
Net charge ... +1
Highest occupied orbital energy ... -14.019 eV
LUMO level ... -5.77 eV

Structure (XYZ):
```
14
C4H7N2S (ωB97M-V with the def2-TZVPD basis set)
C -0.4585 1.6140 0.0308
C 1.3679 -0.4679 -0.5307
C -0.0252 -0.5966 -0.5531
C -0.3409 -1.5272 0.6750
N -0.8394 0.5856 -0.6830
N 0.6081 1.6008 0.7038
S 2.8993 -0.4884 -0.4498
H -1.0908 2.5818 0.0554
H -0.2820 -1.2804 -1.4029
H -0.3627 -1.1781 1.6499
H 0.3967 -2.3029 0.5487
H -1.3632 -1.8040 0.5228
H -1.3342 0.7016 -1.5927
H 0.8248 2.5617 1.0259
```

***

#two
This record from the Open Molecules 2025 dataset describes C4H7N2S as an isolated structure. The level of theory is ωB97M-V with the def2-TZVPD basis set.

Multiplicity ... 1
Net charge ... +1
Highest occupied orbital energy (spin up / spin down) ... -13.101 / -13.143 eV
LUMO level (spin up / spin down) ... -7.47 / -7.43 eV

Structure (XYZ):
```
14
C4H7N2S (ωB97M-V with the def2-TZVPD basis set)
C -0.6792 -0.0497 -0.1395
C 1.1151 -0.0170 0.4446
C -0.3906 -1.1641 2.2049
C 0.8199 1.0690 -1.9197
N -0.0317 -0.5005 0.9930
N 0.4638 0.4075 -0.7076
S 3.3079 -0.3906 1.2756
H -1.7089 -0.0303 -0.4356
H -0.6714 -2.2006 2.0070
H 0.4704 -1.1509 2.8707
H -1.2250 -0.6526 2.6838
H -0.0868 1.4418 -2.3944
H 1.3247 0.3822 -2.6033
H 1.4856 1.9059 -1.7072
```

***

#one is favored, and the nearest alternative lies 91.5 kcal/mol above it.

***

#one
This record from the Open Molecules 2025 dataset describes an isolated ion of composition C4H7N2S and charge +1. The level of theory is ωB97M-V with the def2-TZVPD basis set.

Multiplicity ... 1
Net charge ... +1
Highest occupied orbital energy (spin up / spin down) ... -13.696 / -13.114 eV
LUMO level (spin up / spin down) ... -5.32 / -6.15 eV

Structure (XYZ):
```
14
C4H7N2S (ωB97M-V with the def2-TZVPD basis set)
C 0.0716 0.2050 -2.1371
C 0.7352 -0.3450 1.3847
C -0.4104 0.4660 -0.7337
C 0.6632 1.4981 -0.8966
N 0.9783 1.1503 -2.1654
N -0.1427 -0.6658 0.2373
S 2.4232 0.0568 0.7699
H -0.2991 -0.1639 -3.0516
H 0.3172 0.5024 1.9573
H 0.7665 -1.0642 2.2623
H -1.4851 0.8260 -0.5538
H 0.7506 2.5874 -0.5849
H 0.0490 -1.5993 -0.1487
H -1.0801 -0.6661 0.6118
```

***

#two
This record from the Open Molecules 2025 dataset describes an isolated ion of composition C4H7N2S and charge +1. The level of theory is ωB97M-V with the def2-TZVPD basis set.

Multiplicity ... 1
Net charge ... +1
Highest occupied orbital energy (spin up / spin down) ... -13.341 / -13.344 eV
LUMO level (spin up / spin down) ... -6.45 / -6.45 eV

Structure (XYZ):
```
14
C4H7N2S (ωB97M-V with the def2-TZVPD basis set)
C -0.9241 3.0268 0.1372
N -0.2914 1.9258 -0.2596
C 0.0262 0.7657 0.0362
N 0.9676 -0.0056 0.2308
C 0.7926 -1.4098 0.4119
C -0.2497 -1.9283 -0.6041
S -1.7301 -0.9400 -0.4393
H -1.2094 3.7955 -0.6453
H -1.3619 3.0262 1.0455
H 1.9039 0.2984 0.4640
H 0.5657 -1.5904 1.5354
H 1.8769 -1.8526 0.1914
H 0.0705 -1.9888 -1.6870
H -0.4367 -3.1229 -0.4170
```

***

#two is favored, and the nearest alternative lies 29.6 kcal/mol above it.

***

#one
This record from the Open Molecules 2025 dataset describes a 2-piece molecular cluster, C5H13NO2 overall. The level of theory is ωB97M-V with the def2-TZVPD basis set.

Multiplicity ... 1
Net charge ... 0
Highest occupied orbital energy ... -8.933 eV
LUMO level ... 0.84 eV

Structure (XYZ):
```
21
C5H13NO2 (ωB97M-V with the def2-TZVPD basis set)
O -0.0971 -2.0593 -1.5516
C -0.9458 -1.2412 -0.7428
C -0.4904 0.2087 -0.8194
C 0.9213 0.5315 -0.3350
C 0.7777 1.9684 0.1703
C -0.5957 1.9796 0.8099
N -1.4303 1.0557 -0.0023
H -0.5710 -2.4012 -2.3176
H -0.7078 -1.5481 0.2789
H -1.9870 -1.3134 -0.9803
H -0.5167 0.5636 -1.8495
H 1.6457 0.5700 -1.1458
H 1.4114 -0.1315 0.3745
H 1.5983 2.2418 0.8348
H 0.7823 2.7104 -0.6128
H -0.5905 1.5085 1.8017
H -1.0699 2.9484 0.9710
H -1.9612 1.5346 -0.7031
O 1.5779 -1.8585 1.9430
H 0.7110 -2.0923 1.5921
H 1.3840 -1.4613 2.8017
```

***

#two
This record from the Open Molecules 2025 dataset describes a 3-piece molecular cluster, C5H13NO2 overall. The level of theory is ωB97M-V with the def2-TZVPD basis set.

Multiplicity ... 1
Net charge ... 0
Highest occupied orbital energy ... -8.255 eV
LUMO level ... 0.79 eV

Structure (XYZ):
```
21
C5H13NO2 (ωB97M-V with the def2-TZVPD basis set)
C 2.4235 1.4451 -0.4994
C 1.5774 0.3904 -0.5663
C 0.7463 -0.1689 0.5732
C -0.6465 0.4587 0.7083
C -1.8598 -0.0533 0.4320
N -3.1770 0.4673 0.5158
H 2.8869 1.6441 -1.4198
H 2.3715 2.0248 0.4543
H 1.3320 -0.1085 -1.4791
H 0.5939 -1.3470 0.5067
H 1.2625 0.1338 1.5254
H -0.5523 1.5437 0.9312
H -1.8558 -1.1113 0.2918
H -3.9890 -0.1082 0.3890
H -3.3668 1.4548 0.6475
O -2.8997 -0.7290 -2.4954
H -2.3902 -0.1279 -1.9164
H -2.4035 -1.5145 -2.6159
O 3.2473 -1.8338 1.4932
H 3.6286 -1.0099 1.9038
H 3.0707 -1.4503 0.6200
```

***

#three
This record from the Open Molecules 2025 dataset describes C5H13NO2 as an isolated structure. The level of theory is ωB97M-V with the def2-TZVPD basis set.

Multiplicity ... 1
Net charge ... 0
Highest occupied orbital energy ... -8.673 eV
LUMO level ... 0.74 eV

Structure (XYZ):
```
21
C5H13NO2 (ωB97M-V with the def2-TZVPD basis set)
C 1.4761 -0.6771 0.6820
C 0.9764 0.9603 0.3257
C 1.5350 1.3492 -1.0333
O 1.1481 -1.4479 -0.4533
O 0.9875 -1.1742 1.8142
H 1.2005 -2.3737 -0.1848
H -0.1956 -1.3860 1.6253
H 2.5599 -0.5144 0.7315
H 1.4910 1.4779 1.1366
H -0.0563 1.2923 0.4044
H 2.6015 1.1364 -1.0953
H 1.0494 0.7745 -1.8209
H 1.3778 2.4089 -1.2361
C -2.3051 0.1848 -0.7716
C -1.8376 -0.1508 0.6015
N -1.4683 -1.3094 1.0050
H -1.3996 -2.0110 0.2704
H -1.8556 0.6292 1.3558
H -1.9371 -0.5379 -1.4998
H -1.9520 1.1734 -1.0572
H -3.3958 0.1956 -0.8001
```

***

#one is favored, and the nearest alternative lies 23.7 kcal/mol above it.

***

#one
This record from the Open Molecules 2025 dataset describes a 2-piece molecular cluster, C5H13NO2 overall. The level of theory is ωB97M-V with the def2-TZVPD basis set.

Multiplicity ... 1
Net charge ... 0
Highest occupied orbital energy ... -9.341 eV
LUMO level ... 0.82 eV

Structure (XYZ):
```
21
C5H13NO2 (ωB97M-V with the def2-TZVPD basis set)
C 1.2401 0.9335 1.1320
C 0.5768 2.1203 0.4962
C 1.1570 2.3029 -0.8287
O 2.3072 2.6666 -0.9465
O 0.5570 1.8034 -1.9648
H 2.3539 0.8523 0.9841
H 0.9197 -0.0211 0.6365
H 0.8867 0.7991 2.1520
H -0.5240 2.1438 0.6559
H 0.5802 3.0702 1.0986
H 1.0005 2.3909 -2.7491
C -1.3089 -1.8658 1.0110
C -1.5505 -1.6711 -0.5131
N -0.2525 -1.9350 -1.2720
H -1.3761 -0.9189 1.6006
H -0.2856 -2.2861 1.1825
H -2.0024 -2.6220 1.4132
H -2.3581 -2.2701 -0.8734
H -1.7216 -0.5665 -0.6474
H -0.6086 -2.5981 -1.9228
H 0.4089 -2.3282 -0.6448
```

***

#two
This record from the Open Molecules 2025 dataset describes a 3-piece molecular cluster, C5H13NO2 overall. The level of theory is ωB97M-V with the def2-TZVPD basis set.

Multiplicity ... 1
Net charge ... 0
Highest occupied orbital energy ... -8.670 eV
LUMO level ... 0.40 eV

Structure (XYZ):
```
21
C5H13NO2 (ωB97M-V with the def2-TZVPD basis set)
C 1.0112 -0.5653 2.5565
N 0.5520 -1.4373 1.7381
C -0.0231 -0.8631 0.5797
C 0.7989 -0.7088 -0.4690
C 0.2820 0.1902 -1.6697
C 1.2405 -0.1152 -2.8837
H 1.3247 -0.7530 3.5889
H 0.9137 0.5745 2.3847
H -1.0165 -0.5546 0.6214
H 1.7395 -1.0248 -0.5956
H -0.8017 0.1072 -2.0097
H 0.3224 1.1194 -1.2023
H 0.8262 -0.9544 -3.5325
H 2.2944 -0.2077 -2.5503
H 1.3559 0.7469 -3.5004
O -0.4436 3.0776 1.9782
H -0.9009 3.2617 2.8470
H 0.0630 4.0338 2.0289
O -3.2956 -2.2403 0.2980
H -3.6434 -2.0739 -0.5742
H -2.5997 -1.6130 0.3660
```

***

#one is favored, and the nearest alternative lies 43.4 kcal/mol above it.